# 1
The following is a quantum chemistry calculation of a cluster of 2 separate species, C6H10 in total, from the OMol25 dataset.

HOMO (spin up / spin down) (hartree): -0.2956 / -0.2921
Lowest unoccupied orbital energy (spin up / spin down) (Ha): -0.0097 / -0.0203
Frontier orbital gap (spin up / spin down) (eV): 7.8 / 7.4

The geometry in ORCA input format:
```
! RIJCOSX wB97M-V def2-TZVPD def2/J DEFGRID3
* xyz 0 1
C -1.38498 1.09606 0.60302
C 1.92560 0.56431 0.28736
C 0.69360 0.88482 -0.48159
C 0.81312 -1.74050 0.16015
C 1.33853 -0.53556 -0.58271
C -2.52041 0.76286 -0.23613
H -2.13115 0.91444 -1.29829
H -2.62685 -0.30310 -0.26338
H -1.63923 2.15726 1.02123
H 0.33609 -1.35931 1.15560
H 1.75092 -2.28321 0.51615
H -3.55579 1.22453 -0.03531
H 0.17468 -2.35420 -0.44831
H 2.20195 0.69234 1.39431
H 1.82201 -0.74574 -1.52295
H 2.80191 1.02500 -0.26916
*
```

# 2
The following is a quantum chemistry calculation of a structure of composition C6H10, from the OMol25 dataset.

HOMO (hartree): -0.2249
Lowest unoccupied orbital energy (Ha): 0.0321
Frontier orbital gap (eV): 7.0

The geometry in ORCA input format:
```
! RIJCOSX wB97M-V def2-TZVPD def2/J DEFGRID3
* xyz 0 1
C 2.15249 0.19953 0.24760
C -0.07050 1.36491 -0.25028
C -1.50687 0.87750 -0.28021
C -1.12619 -0.42657 0.37499
C -0.41001 -1.45781 -0.15900
C 0.69977 0.34721 0.11814
H -2.19872 1.42948 0.36911
H -0.15549 -1.61358 -1.20185
H 2.53814 -0.55034 -0.46030
H -2.03666 -1.68169 -0.28461
H -1.41998 -0.56263 1.40580
H 2.67440 1.14050 0.06673
H 0.13133 -2.09613 0.54799
H -1.91631 0.79279 -1.28762
H 2.40693 -0.15371 1.25103
H 0.23770 2.39052 -0.45752
*
```

# 3
The following is a quantum chemistry calculation of a structure of composition C6H10, from the OMol25 dataset.

HOMO (spin up / spin down) (hartree): -0.2689 / -0.2689
Lowest unoccupied orbital energy (spin up / spin down) (Ha): 0.0220 / 0.0220
Frontier orbital gap (spin up / spin down) (eV): 7.9 / 7.9

The geometry in ORCA input format:
```
! RIJCOSX wB97M-V def2-TZVPD def2/J DEFGRID3
* xyz 0 1
C 0.97394 -0.29081 0.26445
C -0.53308 0.92482 1.84669
C 1.33730 -0.31709 -1.18398
C -0.38394 -0.04646 0.67305
C 0.01007 -0.90098 -1.54429
C -1.04283 -0.03627 -1.18924
H -0.95428 1.02332 -1.44544
H 1.53834 0.67766 -1.61534
H -0.11168 -1.98228 -1.51366
H -2.07224 -0.40075 -1.17055
H -1.06075 -0.89078 0.78931
H 2.20485 -0.95891 -1.38326
H 1.75390 -0.38185 1.03408
H -0.88524 1.90812 1.50712
H -1.22490 0.57082 2.62176
H 0.45055 1.10145 2.30929
*
```

# 4
The following is a quantum chemistry calculation of an isolated molecule of C6H10, from the OMol25 dataset.

HOMO (hartree): -0.3030
Lowest unoccupied orbital energy (Ha): 0.0435
SMILES: C/C=C/C=C/C
Frontier orbital gap (eV): 9.4

The geometry in ORCA input format:
```
! RIJCOSX wB97M-V def2-TZVPD def2/J DEFGRID3
* xyz 0 1
C 0.22661 -1.35473 1.07064
C 0.19639 0.88822 -1.32766
C -0.74914 -2.22754 1.81199
C 0.21113 0.93852 0.01165
C 0.71465 1.99890 -2.21264
C -0.20513 -0.07791 0.95531
H -1.01957 0.34416 1.65777
H 0.12452 1.91128 0.47480
H 1.78451 2.17488 -1.90368
H 1.14919 -1.67505 0.61256
H -0.13065 -0.02039 -1.80575
H -1.64935 -1.80796 2.24270
H 0.36210 3.00474 -1.88300
H 0.53209 1.77367 -3.24374
H -0.31897 -2.96014 2.47741
H -1.22837 -2.91064 1.06163
*
```

# 5
The following is a quantum chemistry calculation of an isolated molecule of C6H10, from the OMol25 dataset.

HOMO (spin up / spin down) (hartree): -0.2726 / -0.2814
Lowest unoccupied orbital energy (spin up / spin down) (Ha): 0.0222 / 0.0060
Frontier orbital gap (spin up / spin down) (eV): 8.0 / 7.8

The geometry in ORCA input format:
```
! RIJCOSX wB97M-V def2-TZVPD def2/J DEFGRID3
* xyz 0 1
C -1.42084 -0.10269 -0.09558
C 0.95507 0.18915 0.17349
C -0.37639 -0.50201 2.14003
C 1.29211 0.02195 -1.27379
C 0.12149 0.58364 -1.95050
C -0.27639 -0.10504 0.69432
H -1.75938 0.71575 -0.67949
H -2.22773 -0.79205 0.10460
H -0.28275 0.38153 2.76151
H -1.31856 -0.96751 2.41209
H -0.02413 1.66107 -1.92404
H 2.21006 0.58392 -1.49516
H 1.74277 0.52568 0.83482
H 0.40904 -1.18092 2.44482
H -0.51119 0.01551 -2.61286
H 1.46683 -1.02798 -1.53424
*
```

# 6
The following is a quantum chemistry calculation of an isolated molecule of C6H10, from the OMol25 dataset.

HOMO (hartree): -0.3416
Lowest unoccupied orbital energy (Ha): 0.0384
SMILES: CC#CC(C)C
Frontier orbital gap (eV): 10.3

The geometry in ORCA input format:
```
! RIJCOSX wB97M-V def2-TZVPD def2/J DEFGRID3
* xyz 0 1
C -0.66998 -1.31515 0.86859
C -0.23989 -0.29219 0.39620
C -0.43492 1.92109 -0.82331
C -1.28262 -2.57348 1.27838
C 0.44053 0.93416 -0.03901
C 1.72510 0.57811 -0.79849
H 2.30315 -0.15280 -0.22626
H -0.68274 1.55482 -1.82685
H -0.63485 -3.15459 1.94419
H 2.34049 1.47108 -0.95439
H 1.49848 0.13861 -1.77726
H -1.37063 2.12705 -0.29522
H 0.10956 2.86603 -0.93693
H -1.50396 -3.17218 0.38608
H 0.72225 1.42271 0.90146
H -2.23262 -2.38923 1.78479
*
```

For the records above, the corresponding energy above the lowest of the compared OMol25 structures with the same formula, charge and spin values read 8.565, 7.119, 3.966, 1.856, 3.823, 1.241 eV.